No. 1
59
Properties=species:S:1:pos:R:3:forces:R:3 method="wB97M-V/def2-TZVPD" fmax_ev_per_a=4.8 molar_mass_g_mol=431.5 spin_multiplicity=2 gap_ev="6.15 / 2.05" lumo_energy_ha="-0.1706 / -0.3213" total_charge=+1 homo_energy_ev="-10.8 / -10.8"
N 4.99598 2.27799 -3.72221 -2.1 -1.2 1.4
C 4.00135 1.62634 -2.89103 3.3 2.4 -2.5
C 4.18190 1.49823 -1.54766 -0.6 -0.8 0.3
C 5.31137 2.02590 -0.94344 0.5 0.8 -1.0
C 6.24279 2.66055 -1.76880 -0.4 0.5 2.7
C 6.07535 2.77640 -3.12035 -1.2 -1.2 -0.7
H 3.11321 1.35663 -3.44318 0.0 -0.3 0.1
H 3.44415 0.94876 -0.98178 -0.1 0.0 0.3
H 5.40927 2.05439 0.13173 0.2 -0.2 0.0
H 6.98297 3.25107 -1.24936 0.6 -0.3 -0.2
H 6.86191 3.21779 -3.71441 -0.2 0.2 -0.3
C 0.47608 -0.09197 0.66970 0.7 -1.0 -1.2
O -0.74984 0.22374 1.20500 -1.2 1.0 1.5
H 0.19091 -0.66967 -0.20953 1.1 -0.3 -0.6
H 1.13381 0.74002 0.41817 -0.1 0.4 -0.1
H 1.07197 -0.72671 1.32554 -0.4 -0.1 0.2
H -1.20494 0.82489 0.61077 -0.1 0.0 0.2
C 3.86031 -2.08534 2.36657 -1.2 -1.0 -0.2
O 4.02435 -1.87776 0.95466 0.7 1.0 0.4
H 4.67607 -2.55769 2.91386 0.3 -0.1 -0.5
H 3.59381 -1.20908 2.95753 0.2 0.5 -0.8
H 2.97787 -2.72498 2.38302 0.0 -0.3 0.9
H 4.37370 -2.68256 0.56499 0.0 -0.1 0.1
F -1.26899 3.01435 -0.68427 0.5 -1.0 -1.3
C -0.84140 2.63853 -1.88473 0.4 1.9 0.6
C -0.88994 1.33265 -2.34883 -0.3 -2.4 -0.5
C -0.51613 0.99723 -3.64169 -1.0 0.7 1.8
C -0.05058 2.02806 -4.45722 0.2 -0.1 -1.5
C -0.01904 3.34459 -4.03029 0.4 2.2 1.8
C -0.30856 3.68574 -2.72502 -0.2 -1.1 -0.5
H -1.25485 0.50675 -1.75626 -0.3 0.3 0.5
H -0.73452 0.01796 -4.04137 0.4 -0.1 0.1
H 0.27675 1.76303 -5.45171 0.1 0.2 -0.2
H 0.33278 4.21831 -4.55872 0.2 -0.5 -0.9
H -0.11677 4.67490 -2.33622 -0.3 0.1 0.1
F -3.40011 -0.37364 -0.76627 0.9 -0.5 0.1
C -4.70524 -0.11727 -0.64117 -1.9 1.5 -1.5
C -5.44302 0.15675 -1.81061 -0.3 0.2 1.7
C -6.79022 0.65881 -1.69199 2.6 -0.9 -1.4
C -7.32997 0.95665 -0.47569 0.7 -1.2 0.6
C -6.55018 0.57229 0.65224 -1.7 0.9 0.3
C -5.27422 0.08935 0.60285 0.9 -0.1 -0.5
H -4.91992 0.06959 -2.75144 -0.3 -0.2 -0.2
H -7.26868 0.76342 -2.65456 -0.5 0.4 0.2
H -8.33663 1.34769 -0.46416 0.0 0.0 0.6
H -6.95708 0.66763 1.64811 -0.2 0.3 0.0
H -4.66847 0.00274 1.49277 -0.1 -0.3 0.1
F -0.40694 -6.07439 5.63693 -0.2 0.9 -0.9
C -0.37289 -4.88563 4.95865 0.6 0.7 -0.4
C 0.15125 -3.76616 5.63988 -0.3 -0.4 -1.6
C 0.28272 -2.56311 4.91668 -0.1 -0.6 0.6
C -0.15906 -2.41394 3.60037 -1.7 -0.6 0.8
C -0.85963 -3.48679 3.02005 1.8 -0.6 0.5
C -0.79726 -4.76857 3.60865 -0.9 0.8 1.1
H 0.44801 -3.83934 6.67573 0.0 -0.1 0.0
H 0.66433 -1.72040 5.47400 0.1 0.2 -0.1
H -0.30680 -1.42398 3.19471 0.5 0.1 -0.2
H -1.31899 -3.38027 2.04843 -0.1 0.0 0.0
H -1.33383 -5.55071 3.09218 0.3 -0.4 0.2

---

No. 2
105
Properties=species:S:1:pos:R:3:forces:R:3 method="wB97M-V/def2-TZVPD" fmax_ev_per_a=2.4 de_lowest_kcal_mol=167.1 molar_mass_g_mol=1044.8 gap_ev=5.05 lumo_energy_ha=-0.2383 total_charge=+2 homo_energy_ev=-11.5
Rh 1.59475 -0.48492 1.50412 -1.2 0.6 -1.6
C 0.53693 -4.00645 -3.32573 0.0 0.2 -0.2
C 0.60682 -4.34556 -1.93755 0.2 0.0 0.4
C 1.12478 -3.66911 -0.88601 -0.2 -0.4 -0.4
C 1.73525 -2.32567 -0.88593 0.3 0.3 -0.7
C 2.00706 -1.96894 -3.50358 1.4 -0.7 -0.2
C 1.11566 -2.95875 -3.97945 -0.4 -0.1 -0.2
N 2.39527 -1.99881 0.37307 0.4 0.3 -0.2
C 3.11643 -2.91943 1.04698 0.0 -0.3 0.0
C 3.68283 -4.10137 0.50861 0.0 0.2 -0.2
C 4.46507 -4.88745 1.30626 0.2 -0.1 0.3
C 4.71076 -4.58451 2.67321 0.1 -0.2 -0.3
C 4.13304 -3.48912 3.22873 -0.2 0.3 0.0
C 3.32204 -2.67288 2.40557 -0.1 -0.1 0.3
N 2.65034 -1.54557 2.82969 0.2 -0.6 0.3
N 2.76084 -1.20105 4.03739 -0.2 0.8 0.0
C 2.26671 0.09507 4.25492 0.1 -0.5 0.1
C 2.35616 0.65373 5.51008 0.0 0.1 0.3
C 1.99183 1.98252 5.66641 0.0 -0.1 0.2
C 1.56221 2.70333 4.56599 -0.1 0.1 -0.1
C 1.47445 2.06364 3.34269 0.0 -0.2 0.1
N 1.79795 0.77861 3.19600 0.4 0.0 0.0
H -0.04416 -4.67892 -3.94486 0.0 0.0 0.1
H 0.15530 -5.29997 -1.68040 0.0 0.0 0.0
H 1.08121 -4.14779 0.08470 0.0 0.0 0.0
H 2.40723 -1.25280 -4.21114 -0.1 0.1 0.0
H 0.86410 -2.87623 -5.03322 0.1 0.0 0.0
H 3.52099 -4.37065 -0.52687 0.0 0.1 0.0
H 4.91449 -5.77532 0.87654 0.0 0.0 0.0
H 5.34745 -5.22700 3.26472 0.0 0.0 0.0
H 4.26626 -3.23700 4.27102 0.0 0.0 0.0
H 2.72663 0.05069 6.32734 0.0 0.0 0.0
H 2.06143 2.45388 6.63835 0.0 0.0 0.0
H 1.29714 3.74824 4.64515 0.0 0.0 0.0
H 1.14415 2.55692 2.44403 0.0 0.0 0.0
I -1.14002 -1.04918 2.71198 -0.1 0.3 0.3
C -1.87996 -2.69854 1.69220 0.1 0.0 0.0
C -2.48742 -3.62456 2.49338 -0.2 -0.3 -0.1
C -3.29073 -4.63670 1.92960 0.1 0.1 0.1
C -3.54195 -4.61003 0.59277 0.0 0.1 -0.1
C -2.91160 -3.65931 -0.24844 0.0 -0.1 -0.1
C -3.25660 -3.61608 -1.62800 0.0 -0.1 0.2
C -2.66564 -2.73316 -2.46960 0.2 0.1 -0.1
C -1.61193 -1.92598 -1.98901 -0.1 0.0 -0.2
C -1.23010 -1.93769 -0.67278 -0.3 0.1 0.6
P 0.37949 -1.11777 -0.45714 0.6 -0.2 0.5
C 2.66937 -1.95809 -2.16576 -1.0 1.0 2.0
C 3.53640 -2.96896 -2.72370 -0.9 -0.5 -1.4
C 4.91339 -2.75200 -2.99937 0.1 0.0 0.0
C 5.49064 -1.58520 -2.65664 0.3 0.1 0.0
C 4.70676 -0.53034 -2.06479 -0.1 0.0 -0.2
C 3.39429 -0.69097 -1.86154 0.1 0.2 0.1
C 0.14391 0.47330 -1.31285 0.2 0.0 0.4
C 0.40290 0.72868 -2.59348 -0.1 0.1 -0.3
C 0.18107 1.93567 -3.41650 0.2 -0.3 0.1
C -0.65340 2.95173 -3.21972 -0.2 0.2 0.1
C -1.53898 3.13818 -2.00917 0.0 -0.1 -0.1
C -0.21357 1.35768 -0.15362 -0.1 0.2 -0.1
C -1.96663 -2.73746 0.27550 0.1 0.0 -0.1
H -2.39583 -3.55664 3.56957 0.0 0.0 0.0
H -3.75124 -5.37609 2.57172 0.0 0.0 0.0
H -4.23931 -5.30967 0.14706 0.0 0.0 0.0
H -4.01897 -4.29814 -1.98836 0.0 0.0 0.0
H -2.94947 -2.67692 -3.51240 0.0 0.0 0.0
H -1.07410 -1.31943 -2.70455 0.0 0.0 0.0
H 3.07562 -3.91220 -2.98731 0.3 -0.2 0.4
H 5.49911 -3.53879 -3.45541 -0.1 0.0 0.0
H 6.54599 -1.42969 -2.84613 -0.1 0.0 0.1
H 5.18151 0.40769 -1.80775 0.0 0.0 0.0
H 2.81955 0.13261 -1.45678 0.0 -0.1 0.2
H 0.81712 -0.09576 -3.16277 0.0 0.0 0.0
H 0.73673 1.93827 -4.34810 0.0 0.0 0.1
H -0.70687 3.72307 -3.98037 0.0 0.0 0.0
H -1.93196 4.15751 -1.99860 0.0 0.0 0.1
H -1.21806 1.12585 0.23482 0.0 -0.2 0.1
O 0.78602 1.29535 0.77187 0.0 -0.2 0.0
S -0.37132 3.13731 -0.61621 0.3 0.0 0.1
C -1.25594 3.76062 0.83539 -0.1 0.2 0.1
C -1.38168 5.26155 0.73516 0.0 0.0 0.0
C -2.63826 5.85277 0.76905 -0.1 0.1 0.1
C -2.76147 7.23448 0.68002 0.0 0.0 0.0
C -1.63103 8.02708 0.55293 0.0 0.0 0.0
C -0.37022 7.44019 0.52622 0.0 0.0 0.0
C -0.24579 6.06340 0.61665 0.0 0.0 0.0
C -2.69719 2.12046 -1.99254 0.0 0.1 0.0
C -3.65848 2.20965 -0.83412 -0.1 0.0 -0.1
C -3.82805 1.14000 0.03915 0.0 0.0 0.1
C -4.75102 1.21375 1.07753 0.0 0.0 0.0
C -5.52071 2.35685 1.24390 0.0 0.0 0.0
C -5.36868 3.42450 0.36449 0.0 -0.1 0.0
C -4.44847 3.34588 -0.66939 0.0 0.0 -0.1
H -0.61802 3.44955 1.66388 0.0 0.0 0.0
H -2.21644 3.25351 0.90946 0.0 0.0 0.0
H -3.52009 5.23526 0.89050 0.1 0.1 0.0
H -3.74311 7.68984 0.71167 0.0 0.0 0.0
H -1.72844 9.10292 0.48292 0.0 0.0 0.0
H 0.51465 8.05729 0.43856 0.0 0.0 0.0
H 0.74211 5.61242 0.59666 0.0 0.0 0.0
H -2.29968 1.10933 -2.08919 0.0 0.0 0.0
H -3.24549 2.32076 -2.91664 0.0 0.0 -0.1
H -3.24996 0.22885 -0.10330 -0.1 0.0 0.0
H -4.87507 0.37168 1.74803 0.0 0.0 0.0
H -6.25369 2.41003 2.03855 0.0 0.0 0.0
H -5.97764 4.31351 0.48008 0.0 -0.1 0.0
H -4.35578 4.17496 -1.36608 0.0 0.0 0.0

---

No. 3
19
Properties=species:S:1:pos:R:3:forces:R:3 method="wB97M-V/def2-TZVPD" fmax_ev_per_a=1.4 de_lowest_kcal_mol=17.2 molar_mass_g_mol=121.1 gap_ev=10.14 lumo_energy_ha=0.0201 homo_energy_ev=-9.6
C -1.10774 0.21601 -0.37632 -0.7 -0.6 -0.1
N 0.05431 1.00190 -0.01376 -0.5 -0.3 0.1
C 0.09148 2.36443 0.04859 -0.4 -0.1 -0.1
O -1.12969 2.97039 0.19767 0.0 0.3 0.1
O 1.07170 3.04405 -0.03553 0.5 0.0 0.0
C -1.26327 -1.00211 0.53036 0.9 0.2 0.2
C -0.06816 -1.95238 0.48026 0.2 -1.3 -0.4
H -2.01959 0.80140 -0.31377 0.0 0.3 0.1
H -1.07280 -0.11842 -1.41370 0.3 0.0 -0.2
H 0.92576 0.51029 -0.13433 0.4 0.5 -0.2
H -1.72993 2.48036 0.76839 0.1 -0.2 -0.1
H -2.21009 -1.53165 0.44460 0.0 0.1 -0.6
H -1.25898 -0.60880 1.51999 -0.3 0.4 1.0
H 0.68493 -1.83609 1.25159 0.0 0.5 0.4
H -0.39765 -2.99049 0.61723 0.0 0.2 -0.1
H 0.50138 -1.95991 -0.45461 -0.4 0.2 -0.2
H 3.50767 -0.07383 -1.49299 0.1 0.0 0.1
H 2.75895 -1.05342 -0.54074 0.3 0.1 -0.2
O 2.66173 -0.26173 -1.08294 -0.5 -0.2 0.2

---

No. 4
169
Properties=species:S:1:pos:R:3:forces:R:3 method="wB97M-V/def2-TZVPD" fmax_ev_per_a=2.3 de_lowest_kcal_mol=0.0 molar_mass_g_mol=951.3 gap_ev=8.87 lumo_energy_ha=-0.0015 homo_energy_ev=-8.9
C 4.79166 3.30097 0.11075 0.7 -0.6 -0.4
C 4.90972 4.76359 -0.29656 0.2 -0.3 -0.1
C 3.80369 5.21784 -1.22394 0.1 0.1 -0.1
O 3.94927 4.55485 -2.46414 0.0 -0.1 0.2
C 2.90410 4.89749 -3.32598 -0.8 1.0 -0.3
N 4.85379 5.56811 0.92093 0.7 0.5 -0.9
H 5.67527 2.96468 0.66174 -0.1 0.4 0.4
H 4.83998 2.62870 -0.75085 -0.5 0.3 -0.2
H 3.89377 3.09497 0.69282 0.3 0.0 0.1
H 5.85530 4.89380 -0.83870 0.0 0.0 0.0
H 3.86040 6.30113 -1.39057 0.1 0.1 0.1
H 2.83539 4.99882 -0.75772 0.5 0.6 -0.4
H 1.92726 4.71751 -2.85900 0.1 -0.4 -0.4
H 2.99614 4.43763 -4.30626 0.1 -0.5 0.3
H 2.83650 5.97751 -3.54734 0.5 0.1 0.2
H 4.94344 6.56336 0.73758 0.0 0.0 -0.3
H 5.64954 5.34797 1.51064 0.2 -0.2 -0.1
C 2.88689 -1.59434 -4.36454 1.1 -0.2 0.7
C 2.55329 -3.03333 -3.98181 -0.3 0.7 -0.4
C 2.11670 -3.14578 -2.51986 0.7 0.5 0.2
O 2.00532 -4.49549 -2.15415 -0.1 -0.6 -0.4
C 1.21475 -4.73817 -1.02377 -0.4 -0.3 0.1
N 1.48311 -3.50216 -4.88164 -0.4 -0.7 1.3
H 3.17287 -1.54269 -5.41372 -0.6 0.1 -0.2
H 3.82477 -1.31558 -3.86522 -0.2 0.2 0.3
H 2.10341 -0.89402 -4.07305 -0.1 0.1 -0.3
H 3.48371 -3.58864 -4.13549 -0.3 -0.4 0.0
H 1.15841 -2.62142 -2.38944 0.0 0.0 -0.1
H 2.86055 -2.67077 -1.85668 -0.1 0.1 -0.1
H 1.16751 -5.81374 -0.85239 0.3 0.0 0.0
H 0.16767 -4.44446 -1.17024 0.1 0.4 0.0
H 1.61875 -4.25803 -0.12593 0.0 0.1 0.0
H 0.68264 -2.87624 -4.72111 0.3 0.4 -0.4
H 1.10593 -4.30039 -4.35275 0.3 -0.4 -0.7
C -1.80071 -0.42355 5.40078 -0.5 -1.2 0.5
C -3.05842 -0.92093 4.68613 0.1 0.9 -0.8
C -3.18290 -0.14455 3.36783 -0.5 -0.7 0.8
O -4.42873 -0.49450 2.77070 -0.1 0.7 -0.2
C -4.33998 -0.98687 1.44699 0.2 -0.5 0.6
N -3.01163 -2.36374 4.41374 0.6 0.3 0.4
H -0.94908 -0.96105 4.97891 0.2 0.3 0.0
H -1.89726 -0.74843 6.43964 0.4 0.2 0.1
H -1.66458 0.65349 5.36416 0.0 0.0 -0.1
H -3.93730 -0.69874 5.29775 0.0 0.0 -0.1
H -2.33962 -0.42591 2.73107 -0.1 0.3 -0.1
H -3.15788 0.92014 3.60927 0.0 0.1 -0.3
H -4.01876 -2.03053 1.54629 0.2 0.0 -0.7
H -3.64250 -0.41116 0.83278 0.0 -0.2 0.1
H -5.32398 -0.96371 0.98006 -0.1 0.1 0.2
H -3.37204 -2.54060 3.48539 -0.1 -0.2 0.1
H -2.03705 -2.66251 4.44039 -0.1 0.0 -0.3
C -2.08509 -4.26689 -4.24746 0.6 -1.1 0.0
C -2.27804 -2.78755 -3.94702 -0.1 -0.3 -1.5
C -2.11410 -2.42071 -2.49610 -0.6 0.0 0.1
O -3.06902 -3.08964 -1.67667 0.6 0.7 -0.3
C -4.34803 -2.50897 -1.71009 -0.7 -0.7 0.5
N -1.29721 -2.02180 -4.73126 0.1 0.4 -0.3
H -1.94008 -4.47849 -5.31115 -0.1 0.4 -0.1
H -2.87823 -4.95554 -3.95130 -0.3 0.5 0.3
H -1.18458 -4.69413 -3.79007 0.1 0.3 0.2
H -3.27640 -2.54621 -4.33117 -0.2 0.1 0.5
H -2.20998 -1.33302 -2.39262 0.0 0.1 0.1
H -1.11653 -2.69298 -2.16088 0.0 -0.2 0.0
H -4.47263 -1.58156 -1.13848 0.5 0.1 0.0
H -4.95618 -3.27373 -1.22113 -0.3 0.2 -0.1
H -4.76876 -2.32277 -2.70175 0.3 -0.2 -0.2
H -1.35728 -2.25993 -5.71751 0.0 -0.4 0.1
H -1.51025 -1.02452 -4.74336 0.2 -0.1 0.6
C 5.14794 -1.70482 -0.36712 -0.4 0.2 0.0
C 5.15490 -0.93362 0.94879 0.6 -0.7 -0.4
C 3.76168 -0.75603 1.50477 0.5 0.7 0.3
O 3.85820 0.09809 2.64139 -0.2 -0.2 -0.2
C 2.64006 0.71092 2.96541 -0.8 0.0 0.4
N 6.05166 -1.66427 1.88020 -0.3 0.7 -0.4
H 6.10315 -1.58764 -0.87494 0.1 -0.1 0.1
H 4.37022 -1.30856 -1.02850 0.0 -0.1 0.0
H 4.97612 -2.76621 -0.18143 -0.1 0.0 -0.1
H 5.55868 0.05295 0.70613 0.1 0.1 0.4
H 3.36021 -1.72305 1.83323 -0.3 0.0 -0.3
H 3.13963 -0.27459 0.74334 -0.3 -0.3 0.1
H 2.67798 1.01177 4.01245 0.2 0.4 -0.1
H 1.74605 0.07738 2.89606 0.3 -0.5 -0.2
H 2.39247 1.54524 2.29800 0.3 0.2 0.1
H 6.42196 -1.00935 2.55881 -0.1 -0.2 0.2
H 5.45191 -2.32256 2.36734 0.3 -0.1 0.2
C -3.12033 2.16584 0.48198 -0.5 0.6 0.0
C -2.87981 1.57331 -0.90299 0.4 0.3 0.8
O -1.82711 2.21990 -1.60599 0.4 -0.3 -0.1
O -2.02086 1.85907 1.31861 0.5 -0.2 -0.3
H -4.03512 1.78239 0.94878 -0.1 -0.2 -0.3
H -3.28765 3.24364 0.37865 0.3 0.1 0.0
H -3.76470 1.72372 -1.51680 -0.2 -0.3 0.0
H -2.66964 0.51188 -0.72763 0.0 -0.1 -0.5
H -0.95464 2.13734 -1.14385 -0.9 0.3 0.1
H -1.94045 2.47472 2.04985 -0.1 0.1 -0.1
C -0.69407 -4.90629 6.21373 -0.3 -0.7 0.1
C -2.21121 -5.05133 6.19003 0.3 -0.1 -0.8
O -2.84584 -3.93175 6.73466 0.0 0.3 0.2
O -0.33615 -3.76320 5.44288 0.2 0.1 0.4
H -0.20604 -5.80284 5.80900 -0.2 0.0 -0.2
H -0.36994 -4.86017 7.25827 0.0 0.5 0.0
H -2.47402 -5.98546 6.69377 -0.1 0.3 0.5
H -2.56661 -5.22044 5.16186 0.2 0.1 -0.1
H -2.87930 -3.23713 6.02836 -0.4 -0.8 0.4
H 0.58070 -3.54985 5.64274 -0.1 0.1 -0.1
C 2.91865 5.35848 3.76094 0.2 1.2 -0.7
C 1.89688 6.33087 3.17778 -1.3 -0.5 -0.7
O 2.08629 7.72117 3.39224 0.4 -0.3 0.2
O 4.22552 5.65696 3.31945 -0.1 0.1 2.2
H 2.63120 4.35854 3.41786 -0.2 -0.1 0.3
H 2.86088 5.43755 4.84540 0.3 -0.2 0.1
H 0.89125 6.07410 3.54555 0.2 -0.1 0.3
H 1.78564 6.13969 2.09954 0.4 0.0 0.0
H 2.07968 8.13193 2.52784 0.1 0.2 0.1
H 4.26447 5.69708 2.35874 -0.8 -0.4 -0.3
C -5.10800 -5.08241 1.66777 -0.4 0.1 0.7
C -4.58085 -6.19677 0.79467 0.1 -0.8 0.4
O -5.45775 -6.66039 -0.22446 -0.2 0.5 0.2
O -6.22971 -5.51668 2.46942 0.1 -0.1 -0.7
H -5.40820 -4.21905 1.06527 0.1 0.0 -0.1
H -4.37842 -4.78512 2.42983 0.6 0.1 -0.6
H -4.35035 -7.06036 1.43068 0.1 0.1 0.2
H -3.64450 -5.90440 0.32071 -0.1 0.2 -0.1
H -6.22405 -7.02744 0.23167 0.0 0.0 -0.1
H -6.45667 -4.74153 2.99236 -0.2 -0.2 0.1
C 0.37757 2.92704 -4.58968 0.6 -0.6 0.2
C -0.56288 1.83530 -5.08626 0.3 0.4 0.1
O -0.71694 0.85960 -4.06055 -0.2 0.2 -0.3
O 0.53009 3.96933 -5.52605 -0.3 0.2 0.4
H 1.35561 2.46861 -4.39942 0.1 -0.1 -0.2
H 0.07396 3.23248 -3.57999 -0.4 0.5 -0.2
H -0.11917 1.38500 -5.97369 -0.1 -0.2 0.0
H -1.52847 2.26788 -5.36192 0.0 0.0 -0.1
H -1.28969 1.30188 -3.41866 0.0 -0.2 0.5
H 0.25740 4.78452 -5.07763 0.0 0.1 -0.2
C -1.27104 6.56335 -3.15330 0.6 1.3 0.1
C -2.11105 5.33511 -2.94356 0.2 -0.8 -0.7
O -3.34639 5.69162 -2.34715 0.2 0.1 0.2
O -0.11040 6.27699 -3.94900 -0.3 -0.6 -0.1
H -0.88638 7.00079 -2.22505 -0.4 -0.3 0.3
H -1.84765 7.35842 -3.63548 -0.2 -0.2 -0.1
H -1.57331 4.55545 -2.39265 -0.1 0.3 0.4
H -2.29617 4.85528 -3.91282 0.1 0.3 -0.2
H -4.02280 5.13460 -2.73653 -0.1 0.0 0.1
H 0.37776 7.09067 -4.09126 0.0 0.1 0.0
C -0.98530 -4.50478 2.37248 -0.4 -0.3 -0.1
O -1.26922 -3.43075 1.50071 0.0 -0.1 0.1
C -0.45151 -2.28863 1.71525 -0.7 -0.2 -0.3
C -0.50221 -1.53142 0.40090 0.2 1.1 0.9
N 0.24643 -0.26968 0.51896 0.9 0.2 -1.1
C 0.70634 0.07262 -0.83959 -0.6 0.2 0.0
C 1.33084 1.44360 -0.93153 1.2 0.1 1.1
O 0.57900 2.46995 -0.25120 0.1 -0.9 -0.5
C 1.28140 3.68646 -0.32880 -0.7 0.2 0.6
H -1.11054 -4.19594 3.41375 0.5 -0.2 -0.1
H -0.01060 -4.95092 2.14601 0.3 0.3 0.4
H -1.69018 -5.31827 2.18311 -0.2 0.2 -0.1
H 0.57031 -2.56501 1.99749 0.1 -0.1 -0.3
H -0.83475 -1.68077 2.54728 0.0 -0.1 -0.1
H -1.51683 -1.27195 0.08203 -0.3 -0.6 0.2
H -0.05971 -2.16351 -0.36672 0.1 0.1 0.0
H -0.32370 0.52843 0.78427 -0.4 -0.4 0.5
H -0.12725 0.01494 -1.55784 0.1 -0.2 -0.1
H 1.44988 -0.67364 -1.12795 0.1 0.2 -0.2
H 1.56642 1.76836 -1.94888 -0.2 -0.2 -0.2
H 2.28032 1.38828 -0.38090 0.1 0.0 -0.2
H 1.25473 4.09582 -1.34272 -0.1 -0.2 0.2
H 2.31910 3.63384 0.01713 -0.5 -0.7 -0.1
H 0.78827 4.37574 0.35884 -0.2 0.1 -0.1